Record 1
The following is a quantum chemistry calculation of a molecular structure, C44H47BaN6O2PS4SeSi at a distorted geometry, from the OMol25 dataset.

Output
net charge = -2
F_max = 4.22 eV Å⁻¹
spin multiplicity = 1
HOMO-LUMO gap = 4.941 eV

Each line ends with the Mulliken charge.
Cartesian coordinates (Å):
C (14.1456, -1.0060, 11.1825)  -1.1804
C (13.2148, -3.2283, 13.7128)  -0.9424
H (13.6980, 5.2130, 21.5122)  0.3590
H (23.0124, 3.2389, 13.3578)  0.4425
Ba (18.4634, 3.4811, 14.1540)  0.8555
C (18.6061, 5.0359, 9.0326)  -0.7184
C (16.8725, -0.7040, 20.1939)  -0.6214
H (11.5532, 7.1709, 15.9882)  0.4373
C (14.0562, 2.2143, 19.2459)  -0.4071
C (17.7182, 8.6590, 13.0741)  -0.7912
H (16.9372, 7.8978, 13.1455)  0.1162
H (17.8049, 5.3987, 8.3319)  0.2832
H (16.7183, 0.0071, 14.4348)  0.4885
C (15.0199, 3.2094, 19.1402)  -0.0726
H (13.0404, -1.0436, 11.1425)  0.3921
H (12.3749, -3.9525, 13.9058)  0.3249
H (20.0709, 10.6182, 14.9438)  0.3437
N (18.3589, 0.6764, 13.3907)  0.2762
C (14.9228, -2.2806, 11.1853)  -0.5793
H (17.9713, -2.3490, 11.0584)  0.5787
S (15.9679, 2.8016, 16.1824)  -0.2625
C (13.6337, 6.6070, 15.5741)  0.7105
C (13.0204, 3.2215, 21.1655)  -0.5119
C (13.0671, 2.2052, 20.2084)  -0.5688
H (15.6012, 5.1056, 19.9316)  0.4476
C (16.8435, 1.0716, 18.5639)  -0.2459
H (19.9940, 1.1486, 12.3441)  0.6339
C (14.1367, 7.1457, 18.1519)  -0.7825
C (17.6928, -1.1233, 18.0251)  -0.4796
C (19.0065, -0.5456, 11.4493)  -1.1408
S (15.6316, 4.7797, 12.6082)  -0.3614
H (19.8193, 3.5055, 17.4213)  -0.1721
N (15.3082, -2.9025, 12.4624)  0.1837
C (18.1864, 4.5623, 10.2801)  -0.2667
P (16.4434, 2.8034, 18.0990)  1.3984
C (22.2206, 2.5924, 13.7292)  -1.3177
O (15.9485, -2.3884, 14.6246)  -0.5958
H (18.0566, -1.8078, 17.2271)  0.2850
H (14.2804, -0.5886, 10.1725)  0.3711
C (20.3546, 9.6961, 14.3859)  -1.0791
H (17.4039, -2.6834, 19.4690)  0.2932
H (22.5034, 1.5832, 13.5553)  0.2850
C (16.6924, 0.6591, 19.8515)  -0.2064
S (13.3962, 5.9552, 13.9876)  -0.3779
C (14.8639, 4.3218, 19.9544)  -0.5478
N (20.9372, 3.2253, 15.7532)  0.4569
C (19.9767, 5.2239, 8.7851)  -0.3244
C (15.1775, 5.6914, 13.9276)  0.0004
O (22.5628, 3.4975, 11.2256)  -0.8280
Si (19.1282, 8.2541, 14.3093)  0.3473
C (17.3366, -0.1899, 13.5733)  -0.7574
H (14.1916, 1.3887, 18.5734)  0.4418
H (23.8780, 2.3777, 18.0818)  0.3347
H (24.0845, 1.9294, 15.7391)  0.3022
C (22.0677, 2.7684, 15.2072)  0.5503
H (15.7836, -2.1188, 10.5021)  0.3629
H (20.6637, 10.1031, 13.4483)  0.3044
H (16.4766, 1.4360, 20.6203)  0.3247
H (12.0442, 7.6360, 18.3009)  0.2817
N (19.0674, 3.9599, 11.1007)  0.3506
C (20.8632, 4.8231, 9.7815)  -0.6835
H (17.6868, 0.5758, 16.6845)  0.2933
S (17.8686, 3.9122, 18.8769)  -0.5625
H (21.9583, 4.9309, 9.6212)  0.3559
C (13.8998, 4.3149, 20.9757)  -0.7412
H (16.5538, -1.0819, 21.1621)  0.3461
H (14.0533, -4.5983, 12.2087)  0.4494
H (17.6753, 7.0352, 15.8902)  -0.4326
H (17.8964, 8.7477, 16.4911)  0.3924
H (21.3041, 9.2536, 14.9244)  0.1438
H (14.2152, 7.4550, 19.1607)  0.4272
C (21.8242, 3.0695, 17.9803)  -0.8487
H (18.1158, 8.7500, 12.0210)  0.2123
H (12.7678, -2.3334, 13.2321)  0.2210
H (19.1642, 7.4398, 16.7008)  0.2614
H (13.6110, -2.9300, 14.6749)  0.2955
C (21.4091, 3.4907, 11.6861)  -0.0161
H (17.1840, 4.5325, 10.6086)  0.2747
H (19.6285, -0.6389, 10.5642)  0.4409
C (14.9504, 6.3780, 16.0672)  -0.1678
H (12.3891, 3.1147, 22.0231)  0.4162
C (18.3800, 7.8611, 16.0341)  -0.2238
C (17.1000, -1.2992, 12.7881)  -0.0911
Se (20.2325, 6.3758, 13.8944)  -0.6195
H (21.6539, 3.2588, 19.0196)  0.4649
C (23.1370, 2.4191, 16.1031)  -0.6957
C (20.8294, 3.3365, 17.0692)  0.1207
N (15.8522, 6.0749, 14.9990)  0.0225
H (12.3199, 1.4057, 20.2091)  0.3647
C (16.0557, -2.2156, 13.4076)  0.3698
C (14.3858, -3.8909, 13.0087)  -0.6332
C (12.5540, 7.1020, 16.3224)  -0.9006
C (12.8623, 7.4408, 17.6183)  -0.5958
C (19.1747, 0.4807, 12.3700)  -0.3503
H (14.2110, -3.0013, 10.7382)  0.3170
C (17.9954, -1.4665, 11.7001)  -0.0393
C (22.9976, 2.5796, 17.4681)  -0.2092
H (17.0954, 9.4741, 13.3936)  0.3780
H (14.4429, -0.3262, 11.9873)  0.2742
H (20.2989, 5.6025, 7.8164)  0.3827
N (21.0685, 2.9145, 12.9011)  0.1932
C (20.3452, 4.0814, 10.8557)  0.6856
H (16.1319, 6.2299, 17.9152)  0.3824
C (15.1543, 6.5669, 17.4345)  0.1012
C (17.4349, 0.2137, 17.6816)  -0.2133
C (17.3331, -1.5934, 19.2438)  -0.3405
H (14.9782, -4.4516, 13.7075)  0.3537



Record 2
The following is a quantum chemistry calculation of 2 unconnected molecules or ions with the total composition C44H47N3O2 at a distorted geometry, from the OMol25 dataset.

Output
F_max = 1.67 eV Å⁻¹
spin multiplicity = 1
HOMO-LUMO gap = 1.921 eV

Each line ends with the Mulliken charge.
Cartesian coordinates (Å):
C (1.6686, -2.6920, -1.4456)  -0.5539
C (0.3489, -2.0558, 3.0717)  -0.6505
C (-2.3816, 4.1394, -1.3013)  -0.1308
H (-3.3900, -0.9530, -2.5750)  0.4209
H (-5.2053, -1.0603, 5.2835)  0.3687
C (-1.7339, -0.8521, 3.4332)  0.6834
C (-2.2157, 0.3928, -1.3547)  -0.0607
C (-3.4377, 2.4465, -2.8171)  -0.7106
C (1.8383, -2.8572, -0.0846)  -0.8364
H (3.9489, -8.8216, 2.7062)  0.3405
C (2.6471, 5.7309, -2.5288)  1.7426
C (1.3751, -2.3018, -4.1973)  -1.0041
C (2.7892, -5.3368, 4.6262)  -0.7452
H (-1.8684, -2.6155, -3.6011)  0.1014
H (1.2578, 7.3943, -2.4211)  0.3386
C (-2.6573, 6.5599, -1.8037)  -0.4046
H (1.8980, -1.4231, -3.7918)  0.3339
C (-0.5225, -1.0164, 2.6866)  -0.9585
H (-2.7899, 0.3616, 1.9746)  0.3332
H (-0.3372, -0.4240, 1.7958)  0.7117
H (5.3409, -7.7344, 2.5269)  0.3446
C (0.9542, -3.0143, 2.2357)  0.2347
O (0.5798, 6.3841, -0.5833)  -0.6244
H (5.3355, -8.9724, 3.8266)  0.2534
C (-3.4301, 7.6429, -2.2290)  -0.5819
C (4.1011, 5.4436, -2.1759)  -1.6752
O (1.8560, 4.7996, -1.6568)  -0.3768
H (1.2701, 5.6338, -4.1912)  0.3503
H (1.6855, -3.5328, 4.8596)  0.3122
H (-1.4239, 1.9573, -0.0840)  0.3460
C (4.7176, -8.2659, 3.2651)  -1.0016
N (0.2274, -2.6541, -3.3817)  0.1613
H (5.1655, -8.2998, 5.7027)  0.2915
H (-3.8364, 3.2508, -3.4365)  0.6034
C (-4.2458, -1.0102, 4.7634)  -0.3439
N (-1.2874, 4.3785, -0.6128)  -0.2413
H (3.3889, -6.9353, 1.6633)  0.3633
H (-0.9178, -2.6728, -5.1141)  0.2937
C (-3.2305, 5.2788, -1.7003)  0.5477
C (-5.3798, 6.2055, -2.3833)  -0.7195
H (-1.4256, -2.9496, 0.8794)  0.4869
H (4.3252, 5.8256, -1.1695)  0.3766
C (0.7305, -2.9431, 0.7809)  -0.0026
C (-2.8856, -0.2045, 2.9071)  -0.2937
H (-5.3734, 8.2999, -2.9274)  0.3604
H (2.5355, -2.4598, -2.0656)  0.3789
C (-3.7132, 1.1176, -3.1250)  -0.7766
H (-5.0723, 4.1466, -1.7956)  0.5937
H (2.1052, -3.1246, -4.2266)  0.3482
H (-3.1978, -2.1836, 6.2549)  0.3521
H (4.7809, 5.9421, -2.8762)  0.3943
C (-0.9813, -3.0381, -4.0851)  -0.7601
C (-1.8762, -1.4977, 4.7051)  -0.4025
C (-4.7893, 7.4666, -2.5326)  -0.4134
H (-1.6017, 6.6943, -1.5606)  0.3760
C (-3.1170, -1.6229, 5.3207)  -0.6681
H (1.0431, -2.0892, -5.2182)  0.2716
C (-2.6712, 2.7561, -1.6709)  0.9835
H (-6.4308, 6.0524, -2.6306)  0.3687
C (2.2238, -5.1575, 1.9064)  -0.9589
H (-1.1030, -4.1306, -4.1202)  0.2992
C (1.7622, -4.1144, 2.7581)  0.9445
C (0.3794, -2.8333, -2.0324)  1.0522
H (0.5366, -2.1790, 4.1424)  0.4246
H (2.8459, -2.8809, 0.3343)  0.5167
H (1.9722, -5.1594, 0.8491)  0.4109
C (2.0609, -4.2593, 4.1426)  -1.1657
H (2.9385, 6.0132, -4.6624)  0.3896
C (-0.5588, -2.9730, 0.2112)  -0.3120
C (2.3252, 5.4062, -3.9820)  -1.6058
C (4.3170, -7.6148, 5.6117)  -0.9752
H (2.5178, 4.3544, -4.2151)  0.3714
H (2.9585, -5.4183, 5.6978)  0.2487
C (3.3089, -6.3295, 3.7540)  1.2360
H (2.8699, 7.8256, -2.9635)  0.4335
H (4.5334, -6.6934, 6.1615)  0.3195
H (-4.9978, 0.1664, 3.1192)  0.3823
C (-0.0685, 4.0880, -0.3946)  -0.3773
C (-2.0373, 1.7169, -0.9553)  -0.7640
H (-2.9584, 8.6179, -2.3446)  0.3871
H (-1.6592, -0.3991, -0.8417)  0.4080
H (-4.4070, 0.8796, -3.9318)  0.3693
C (-3.1291, 0.0875, -2.3769)  -0.6175
C (2.3208, 7.1790, -2.2695)  -1.5766
C (-4.1192, -0.3119, 3.5507)  -0.5971
H (-1.7138, -3.3107, -1.5815)  0.3872
C (3.0020, -6.2048, 2.3711)  -0.6797
N (4.1126, -7.3367, 4.2014)  0.0600
C (-0.7250, -3.0903, -1.1655)  -0.6603
H (2.5998, 7.4611, -1.2483)  0.3766
H (4.3230, 4.3702, -2.1858)  0.3654
C (0.8394, 5.2226, -0.8686)  0.6299
H (0.4144, 3.2207, 0.0917)  0.3792
C (-4.6123, 5.1246, -1.9496)  -0.5361
H (3.4422, -8.0967, 6.0781)  0.3197
H (-1.0036, -1.9269, 5.1942)  0.2837



Energy above the lowest of the compared OMol25 structures with the same formula, charge and spin values, unit kcal/mol, following the record order: 81.7, 0.0.
E_HOMO values, unit eV, following the record order: -1.527, -4.447.
DFT total energy values, unit eV, following the record order: -185980.9854, -54950.0050.